[1]
# C41H39BF10LuN10S

A molecular structure, C41H39BF10LuN10S (ωB97M-V/def2-TZVPD, OMol25).

HOMO (alpha / beta) = -4.29 / -4.29 eV
Total charge = -1
Lowest unoccupied orbital energy (alpha / beta) = 0.0829 / 0.0829 Eh
Molecular weight = 1079.66 u
Spin multiplicity = 1

Element x y z (Å)
Lu  0.06056  -0.45004  0.27191
C  0.82723  -1.71559  -3.85845
C  0.87947  -0.26762  -3.47674
C  1.45510  0.79935  -4.19983
C  1.16943  1.93242  -3.47094
C  1.57335  3.35046  -3.72502
N  0.45683  1.55221  -2.38877
N  0.30234  0.19379  -2.38029
B  -0.33432  2.52006  -1.45039
N  0.46991  2.85997  -0.18899
N  0.98763  1.91109  0.64557
C  1.73960  2.56086  1.53195
C  2.57912  1.92642  2.59575
C  1.69680  3.93911  1.27432
C  0.88194  4.08680  0.17608
C  0.49626  5.34974  -0.53114
N  -1.75201  1.93181  -1.15364
N  -1.91557  0.57369  -1.19729
C  -3.09996  0.35032  -1.73052
C  -3.48264  -0.99697  -2.24898
C  -3.78142  1.56777  -1.93679
C  -2.88873  2.54274  -1.57310
C  -3.04988  4.02716  -1.58887
H  0.72882  -1.80766  -4.94201
H  -0.02478  -2.20385  -3.38558
H  1.73036  -2.25013  -3.55680
H  2.00311  0.74534  -5.13009
H  2.17496  3.39713  -4.63057
H  2.17166  3.73854  -2.89610
H  0.70854  4.00632  -3.84572
H  -0.48887  3.55166  -2.04768
H  2.31423  0.89925  2.79198
H  2.47828  2.48719  3.52687
H  3.63057  1.94781  2.29833
H  2.19776  4.71944  1.83019
H  0.88533  6.19744  0.03126
H  -0.58602  5.45767  -0.61392
H  0.90708  5.38910  -1.54226
H  -2.89046  -1.77667  -1.78876
H  -3.26964  -1.02687  -3.32137
H  -4.54254  -1.21302  -2.11199
H  -4.78269  1.70567  -2.32053
H  -4.09431  4.27568  -1.77358
H  -2.43964  4.49425  -2.36519
H  -2.75663  4.45968  -0.62968
C  -2.61040  -3.13705  0.55891
N  -1.14866  -3.11647  0.55728
C  -0.71449  -3.78855  1.78662
C  -0.46812  -2.75564  2.85883
N  0.63453  -1.94330  2.41785
C  1.83916  -2.06563  2.96928
C  2.88751  -1.34464  2.35630
F  2.50576  -0.62631  1.28591
C  4.19784  -1.29608  2.74807
F  5.08284  -0.55779  2.06625
C  4.59885  -2.01788  3.85635
F  5.87733  -2.00154  4.28044
C  3.63290  -2.75052  4.51144
F  3.98614  -3.45782  5.59527
C  2.31245  -2.78006  4.09859
F  1.47497  -3.53754  4.85096
C  -0.63181  -3.75213  -0.64973
C  0.86572  -3.65182  -0.79764
N  1.32489  -2.27518  -0.80129
C  2.60288  -2.08588  -1.22428
C  3.57165  -3.04330  -1.61528
F  3.35662  -4.37280  -1.46993
C  4.81436  -2.71143  -2.13543
F  5.64724  -3.69440  -2.50721
C  5.22039  -1.40702  -2.27584
F  6.41044  -1.09502  -2.81421
C  4.34638  -0.43111  -1.84588
F  4.69270  0.85850  -1.92865
C  3.12137  -0.77895  -1.33615
F  2.35833  0.23395  -0.88027
H  -2.98122  -4.17293  0.50277
H  -3.01225  -2.57905  -0.27249
H  -2.98231  -2.66766  1.46445
H  0.21617  -4.32281  1.61168
H  -1.47118  -4.52560  2.09159
H  -0.31105  -3.25503  3.81119
H  -1.35813  -2.12223  2.95704
H  -1.11604  -3.27640  -1.50788
H  -0.90138  -4.81960  -0.67292
H  1.10063  -4.15288  -1.74312
H  1.34762  -4.24146  -0.01283
S  -2.51769  2.10874  3.73495
C  -0.93625  1.65469  4.17359
C  -0.42341  0.77010  3.28443
C  -1.26591  0.42415  2.16598
C  -2.47246  1.07085  2.31880
C  -3.77689  0.94729  1.62547
C  -4.71226  1.99359  1.65990
C  -5.96993  1.81922  1.12309
C  -6.29801  0.59543  0.55796
C  -5.31508  -0.37688  0.54984
N  -4.08822  -0.21721  1.04772
H  -0.47850  2.05840  5.06618
H  0.54661  0.32372  3.44153
H  -4.43735  2.93961  2.10876
H  -6.69312  2.62651  1.15198
H  -7.27824  0.39920  0.14221
H  -5.53005  -1.35787  0.12895

Force components x, y, z for each atom (eV/Å):
0.4 -1.0 0.3
0.0 0.1 0.0
0.1 0.1 -0.1
0.1 -0.2 -0.1
0.1 0.0 0.0
-0.1 -0.1 0.0
-0.4 0.0 0.0
0.1 0.3 0.1
0.0 -0.1 0.0
0.0 -0.1 0.0
-0.2 -0.1 -0.2
0.1 0.0 0.0
0.0 0.2 0.0
0.1 0.0 0.2
0.0 0.1 0.0
0.0 -0.1 0.0
0.2 0.0 0.0
0.0 0.1 0.3
-0.1 -0.1 -0.1
-0.1 0.1 0.0
-0.1 -0.1 -0.2
0.0 0.0 0.0
0.0 0.0 0.0
0.0 0.0 0.0
0.0 0.0 0.0
0.0 0.0 0.0
-0.1 0.0 0.1
0.0 0.0 0.0
0.0 0.0 0.0
0.0 0.0 0.0
0.0 -0.1 0.1
0.0 0.1 0.1
0.0 0.0 0.0
0.0 0.0 0.0
-0.1 -0.1 -0.1
0.0 0.0 0.0
0.0 0.0 0.0
0.0 0.0 0.0
0.1 0.0 0.0
0.0 0.0 0.0
0.0 0.0 0.1
0.1 0.0 0.1
0.0 0.0 0.0
0.0 0.0 0.0
0.0 0.0 0.0
0.0 -0.1 0.1
-0.3 0.5 -0.3
0.0 -0.1 0.0
-0.1 0.1 0.1
0.2 0.6 -0.5
-0.2 -0.1 0.0
0.0 -0.2 0.1
0.2 0.4 -0.4
0.0 0.0 -0.1
0.0 0.1 -0.1
0.1 0.0 0.0
0.1 0.0 0.0
-0.1 -0.1 0.1
0.0 -0.1 0.1
0.0 -0.1 0.1
0.0 -0.1 0.1
-0.1 -0.1 0.0
0.1 0.1 -0.1
0.2 0.5 0.2
-0.2 -0.2 0.1
0.1 0.0 0.0
0.0 -0.1 0.0
-0.1 -0.2 0.1
0.0 -0.1 0.0
0.0 0.0 -0.1
0.1 0.0 0.0
-0.1 0.1 0.1
0.0 0.1 0.0
0.0 0.0 0.0
0.0 0.3 -0.1
0.0 0.0 0.0
-0.1 0.1 0.0
0.0 0.0 0.1
0.1 0.0 0.0
0.0 0.0 0.0
0.0 0.0 0.1
0.0 0.0 0.0
0.0 0.0 0.0
-0.1 -0.1 0.0
0.0 0.0 0.0
0.1 -0.1 0.0
-0.1 0.0 0.1
-0.1 0.2 0.1
0.0 -0.1 -0.1
-0.3 -0.1 -0.4
0.0 0.0 0.1
0.2 0.0 -0.1
0.0 0.2 0.0
0.0 0.1 0.0
0.0 0.0 0.0
0.2 -0.1 0.0
-0.1 -0.2 0.1
0.0 -0.1 0.0
0.0 0.0 0.0
0.0 0.0 0.0
0.0 0.0 0.0
0.0 0.0 0.0
0.1 0.1 0.0

Atomic partial charges in e from the Mulliken method, atoms 1 to 2: 2.46, -1.28

[2]
# C4H8O2

4 unconnected molecules or ions with the total composition C4H8O2 (ωB97M-V/def2-TZVPD, OMol25).

HOMO = -8.55 eV
Lowest unoccupied orbital energy = 0.0290 Eh
Molecular weight = 88.11 u
Spin multiplicity = 1

Element x y z (Å)
C  0.34536  0.37785  1.80859
C  -0.51963  0.16728  0.58423
C  -0.22530  -0.86396  -0.30027
O  -1.25182  -1.34860  -1.08447
C  0.80800  0.19093  -1.75956
O  0.85038  -0.10903  -2.87131
H  0.27293  1.40897  2.16754
H  1.39746  0.18070  1.57233
H  0.06412  -0.28152  2.63861
H  -0.11875  1.36300  -0.21879
H  -1.56935  0.45004  0.65440
H  0.55794  -1.58334  -0.05674
H  -0.87940  -1.80145  -1.85360
H  0.41062  1.57501  -0.91819

Force components x, y, z for each atom (eV/Å):
0.1 0.1 0.0
-0.1 -0.4 0.0
0.0 0.1 0.5
0.0 -0.1 -0.2
0.3 -0.2 -1.0
-0.1 0.3 1.0
0.0 -0.1 -0.1
-0.1 0.0 0.0
0.0 0.1 -0.2
0.1 0.1 -0.1
0.1 0.0 -0.1
0.0 0.2 -0.1
-0.1 0.1 0.1
-0.1 -0.1 0.2

Atomic partial charges in e from the natural (NBO) method, atoms 1 to 2: -0.62, -0.33

In the order shown, the computed max |F| values come out to 1.14; 1.08 eV Å⁻¹.